C92H192N8O13 | wB97M-V/def2-TZVPD

Atoms and positions in Å:
C (-2.284, -3.933, 1.591)
C (-3.722, -3.534, 1.971)
C (-4.693, -4.541, 1.320)
C (-6.084, -4.275, 1.940)
C (-6.152, -4.317, 3.479)
C (-5.129, -3.457, 4.164)
N (-3.822, -3.705, 3.439)
O (-2.900, -2.810, 4.049)
C (-5.473, -1.936, 4.133)
C (-5.005, -3.826, 5.635)
C (-3.978, -2.053, 1.556)
H (-1.601, -3.388, 2.300)
H (-2.024, -3.673, 0.551)
H (-2.192, -5.044, 1.630)
H (-4.783, -4.411, 0.238)
H (-4.343, -5.544, 1.534)
H (-6.685, -5.176, 1.655)
H (-6.565, -3.374, 1.502)
H (-5.838, -5.323, 3.702)
H (-7.124, -4.332, 3.941)
H (-6.268, -1.713, 4.857)
H (-4.669, -1.348, 4.556)
H (-5.822, -1.602, 3.214)
H (-4.293, -3.221, 6.294)
H (-5.992, -3.771, 6.116)
H (-4.596, -4.837, 5.657)
H (-3.474, -1.357, 2.256)
H (-4.960, -1.775, 1.558)
H (-3.494, -1.723, 0.616)
H (-2.063, -3.303, 4.084)
C (-7.410, 3.736, -2.421)
C (-6.949, 2.470, -1.723)
C (-5.418, 2.588, -1.538)
C (-4.913, 1.580, -0.526)
C (-5.626, 1.881, 0.814)
C (-7.126, 1.597, 0.707)
N (-7.581, 2.430, -0.408)
O (-8.980, 2.206, -0.559)
C (-7.468, 0.030, 0.528)
C (-7.875, 1.977, 2.020)
C (-7.343, 1.263, -2.583)
H (-7.090, 4.565, -1.785)
H (-8.495, 3.758, -2.547)
H (-6.954, 3.855, -3.400)
H (-4.930, 2.395, -2.498)
H (-5.119, 3.640, -1.241)
H (-3.827, 1.701, -0.427)
H (-5.160, 0.523, -0.803)
H (-5.371, 2.899, 1.061)
H (-5.146, 1.413, 1.731)
H (-7.434, -0.363, 1.538)
H (-8.542, -0.072, 0.214)
H (-6.861, -0.547, -0.171)
H (-7.561, 1.442, 2.879)
H (-7.672, 3.029, 2.023)
H (-8.937, 1.928, 1.817)
H (-8.402, 1.302, -3.004)
H (-7.245, 0.293, -2.148)
H (-6.744, 1.147, -3.440)
H (-9.371, 3.055, -0.401)
C (1.313, 8.332, -1.387)
C (2.384, 7.256, -1.131)
C (2.212, 6.098, -2.123)
C (3.357, 5.065, -2.135)
C (4.576, 5.902, -2.553)
C (4.979, 7.020, -1.585)
N (3.719, 7.886, -1.468)
O (3.998, 8.903, -0.459)
C (5.513, 6.568, -0.247)
C (5.981, 7.913, -2.319)
C (2.293, 6.715, 0.269)
H (1.342, 8.706, -2.430)
H (1.382, 9.233, -0.783)
H (0.336, 7.805, -1.301)
H (1.254, 5.643, -1.933)
H (2.120, 6.431, -3.117)
H (3.156, 4.259, -2.809)
H (3.469, 4.701, -1.104)
H (4.279, 6.427, -3.425)
H (5.351, 5.249, -2.886)
H (5.218, 7.224, 0.533)
H (5.191, 5.536, 0.014)
H (6.578, 6.679, -0.327)
H (6.855, 7.290, -2.466)
H (5.663, 8.219, -3.322)
H (6.320, 8.783, -1.755)
H (2.475, 7.560, 0.914)
H (3.082, 6.012, 0.508)
H (1.433, 6.132, 0.336)
H (4.219, 9.660, -1.056)
C (2.110, -3.708, -4.493)
C (0.637, -3.559, -4.764)
C (0.467, -3.716, -6.247)
C (0.833, -5.123, -6.663)
C (-0.009, -6.222, -6.028)
C (-0.019, -5.975, -4.471)
N (-0.250, -4.520, -4.112)
O (-0.108, -4.355, -2.748)
C (-1.212, -6.809, -3.934)
C (1.251, -6.573, -3.738)
C (0.164, -2.176, -4.290)
H (2.233, -3.845, -3.440)
H (2.639, -2.793, -4.876)
H (2.573, -4.540, -4.993)
H (-0.561, -3.484, -6.490)
H (1.128, -3.063, -6.763)
H (1.825, -5.419, -6.403)
H (0.765, -5.201, -7.737)
H (0.480, -7.211, -6.268)
H (-1.029, -6.308, -6.374)
H (-1.122, -6.594, -2.919)
H (-2.074, -6.381, -4.420)
H (-1.292, -7.911, -4.068)
H (1.218, -7.675, -3.855)
H (2.210, -6.188, -4.082)
H (1.365, -6.348, -2.691)
H (0.653, -1.392, -4.830)
H (0.418, -2.013, -3.271)
H (-0.898, -2.119, -4.388)
H (-1.020, -4.292, -2.380)
C (1.010, -2.133, 2.161)
C (1.425, -2.182, 3.609)
C (0.776, -1.015, 4.356)
C (0.652, -1.258, 5.873)
C (-0.045, -2.594, 6.130)
C (0.629, -3.804, 5.445)
N (0.710, -3.443, 4.040)
O (1.357, -4.495, 3.356)
C (1.944, -4.146, 6.205)
C (-0.184, -5.135, 5.502)
C (2.908, -2.241, 3.778)
H (-0.045, -1.967, 2.194)
H (1.223, -3.048, 1.602)
H (1.523, -1.312, 1.577)
H (1.335, -0.093, 4.210)
H (-0.221, -0.813, 3.920)
H (0.153, -0.419, 6.367)
H (1.703, -1.302, 6.264)
H (-1.130, -2.540, 5.861)
H (-0.082, -2.922, 7.190)
H (2.552, -3.272, 6.463)
H (1.814, -4.700, 7.106)
H (2.594, -4.709, 5.528)
H (-1.094, -5.109, 4.901)
H (0.487, -5.962, 5.191)
H (-0.441, -5.403, 6.511)
H (3.382, -1.311, 3.507)
H (3.290, -3.086, 3.195)
H (3.108, -2.506, 4.790)
H (0.710, -4.851, 2.750)
C (6.353, 0.913, 4.525)
C (5.132, 1.790, 4.912)
C (5.643, 2.875, 5.861)
C (4.669, 4.089, 5.948)
C (4.247, 4.588, 4.544)
C (3.734, 3.444, 3.628)
N (4.772, 2.442, 3.636)
O (4.334, 1.498, 2.658)
C (2.332, 2.970, 3.977)
C (3.670, 4.085, 2.212)
C (4.120, 0.872, 5.581)
H (6.916, 0.662, 5.441)
H (7.078, 1.440, 3.922)
H (6.119, -0.034, 4.054)
H (5.749, 2.472, 6.913)
H (6.624, 3.207, 5.518)
H (5.100, 4.905, 6.462)
H (3.736, 3.752, 6.444)
H (5.115, 5.127, 4.070)
H (3.395, 5.328, 4.559)
H (1.606, 3.624, 3.521)
H (2.218, 1.977, 3.556)
H (2.237, 2.953, 5.069)
H (4.669, 4.449, 2.051)
H (3.368, 3.310, 1.486)
H (2.986, 4.892, 2.185)
H (4.777, 0.209, 6.145)
H (3.560, 0.297, 4.857)
H (3.449, 1.378, 6.228)
H (5.122, 1.234, 2.119)
C (6.200, 0.823, -2.339)
C (5.252, 0.067, -1.512)
C (4.472, -0.941, -2.288)
C (5.367, -2.153, -2.554)
C (5.924, -2.788, -1.277)
C (6.670, -1.792, -0.354)
N (5.760, -0.622, -0.253)
O (6.365, 0.340, 0.694)
C (6.774, -2.403, 1.065)
C (8.056, -1.500, -0.945)
C (4.332, 1.089, -0.910)
H (5.690, 1.508, -2.996)
H (6.950, 0.192, -2.919)
H (6.879, 1.472, -1.799)
H (3.655, -1.185, -1.596)
H (4.128, -0.460, -3.212)
H (6.211, -1.924, -3.298)
H (4.905, -3.032, -3.021)
H (6.413, -3.736, -1.487)
H (5.050, -3.086, -0.691)
H (6.106, -3.189, 1.058)
H (7.746, -2.807, 1.302)
H (6.387, -1.670, 1.824)
H (8.037, -1.263, -1.989)
H (8.639, -0.666, -0.474)
H (8.756, -2.348, -0.829)
H (3.595, 0.617, -0.286)
H (3.914, 1.476, -1.786)
H (4.806, 1.831, -0.297)
H (7.264, 0.086, 0.780)
C (-1.641, 4.074, -1.199)
C (-0.802, 2.922, -0.722)
C (-1.103, 2.743, 0.741)
C (-0.479, 1.475, 1.366)
C (-1.138, 0.357, 0.644)
C (-0.843, 0.370, -0.833)
N (-1.238, 1.681, -1.382)
O (-0.854, 1.755, -2.733)
C (0.565, -0.013, -1.063)
C (-1.719, -0.669, -1.528)
C (0.721, 3.172, -0.835)
H (-1.525, 4.220, -2.271)
H (-1.519, 5.010, -0.707)
H (-2.675, 3.685, -1.165)
H (-0.870, 3.678, 1.281)
H (-2.213, 2.658, 0.884)
H (-0.706, 1.519, 2.461)
H (0.630, 1.527, 1.196)
H (-2.209, 0.391, 0.815)
H (-0.985, -0.700, 0.942)
H (0.847, -1.063, -0.776)
H (0.844, 0.022, -2.090)
H (1.284, 0.574, -0.477)
H (-1.400, -1.645, -1.072)
H (-2.738, -0.508, -1.357)
H (-1.452, -0.657, -2.614)
H (0.836, 4.181, -0.392)
H (0.977, 3.237, -1.873)
H (1.356, 2.482, -0.240)
H (-1.694, 1.722, -3.230)
C (2.195, 1.822, -6.062)
C (2.312, 2.316, -4.578)
C (1.474, 3.589, -4.621)
O (0.839, 3.723, -5.934)
C (0.808, 2.383, -6.412)
H (2.221, 0.726, -6.203)
H (2.917, 2.218, -6.770)
H (3.259, 2.709, -4.184)
H (1.890, 1.651, -3.862)
H (2.131, 4.445, -4.382)
H (0.668, 3.565, -3.859)
H (0.621, 2.408, -7.493)
H (0.034, 1.803, -5.831)
C (2.538, -6.870, 0.593)
C (2.425, -5.430, 0.072)
C (0.888, -5.181, 0.155)
O (0.494, -5.910, 1.320)
C (1.366, -7.000, 1.571)
H (3.529, -6.998, 1.111)
H (2.400, -7.636, -0.170)
H (2.729, -5.314, -0.939)
H (3.125, -4.866, 0.740)
H (0.411, -5.597, -0.720)
H (0.515, -4.198, 0.203)
H (0.733, -7.906, 1.424)
H (1.728, -6.877, 2.608)
C (-4.196, 3.053, -5.511)
C (-4.522, 1.576, -5.389)
C (-3.166, 0.940, -5.362)
O (-2.436, 1.895, -4.585)
C (-3.004, 3.242, -4.675)
H (-5.012, 3.691, -5.202)
H (-3.978, 3.214, -6.551)
H (-5.200, 1.175, -6.151)
H (-5.112, 1.365, -4.466)
H (-2.771, 0.951, -6.354)
H (-3.187, -0.002, -4.856)
H (-2.229, 3.847, -5.103)
H (-3.202, 3.609, -3.659)
C (-4.109, -3.373, -2.146)
C (-5.587, -2.938, -2.138)
C (-5.600, -1.871, -3.300)
O (-4.468, -2.214, -4.153)
C (-3.720, -3.341, -3.646)
H (-4.016, -4.424, -1.855)
H (-3.558, -2.666, -1.569)
H (-5.827, -2.421, -1.180)
H (-6.336, -3.703, -2.421)
H (-5.608, -0.860, -2.935)
H (-6.530, -2.009, -3.940)
H (-2.695, -3.111, -3.785)
H (-3.989, -4.309, -4.142)
C (-3.190, 2.665, 3.762)
C (-3.835, 1.390, 4.395)
C (-2.610, 0.583, 4.620)
O (-1.703, 1.513, 5.090)
C (-1.911, 2.805, 4.530)
H (-3.923, 3.447, 3.769)
H (-3.139, 2.438, 2.678)
H (-4.652, 0.947, 3.808)
H (-4.367, 1.716, 5.304)
H (-2.381, 0.101, 3.646)
H (-2.714, -0.222, 5.351)
H (-1.016, 3.103, 3.934)
H (-2.027, 3.397, 5.397)

Computed properties:
E_HOMO = -8.117 eV
molecular weight = 1618.59 g mol⁻¹
orbital gap = 8.63 eV